# 1
The molecule C14H13FN4O2S2 at a distorted geometry. Source: the Open Molecules 2025 dataset; level of theory: wB97M-V/def2-TZVPD.

Element x y z (Å)
1 O 4.64 -0.39 0.20
2 C 3.45 -0.21 0.17
3 C 2.49 -1.03 -0.69
4 C 1.81 -2.12 0.15
5 C 1.56 -1.68 1.60
6 N 0.96 -0.36 1.68
7 N -0.24 -0.18 2.24
8 C -0.53 1.05 2.38
9 S -2.06 1.57 3.04
10 C -2.49 2.85 1.80
11 C -2.10 2.46 0.38
12 O -1.67 3.28 -0.39
13 N -2.29 1.14 0.11
14 C -1.75 0.39 -0.94
15 C -1.08 0.97 -2.02
16 C -0.52 0.17 -2.99
17 C -0.61 -1.21 -2.92
18 C -1.28 -1.77 -1.85
19 F -1.38 -3.11 -1.75
20 C -1.85 -0.99 -0.85
21 S 0.73 2.17 1.80
22 C 1.67 0.76 1.35
23 N 2.83 0.81 0.85
24 H 3.05 -1.49 -1.51
25 H 1.74 -0.36 -1.12
26 H 2.45 -3.00 0.20
27 H 0.88 -2.41 -0.32
28 H 0.87 -2.36 2.10
29 H 2.51 -1.65 2.14
30 H -3.57 2.99 1.89
31 H -1.99 3.79 2.05
32 H -2.72 0.59 0.84
33 H -1.00 2.04 -2.08
34 H 0.00 0.62 -3.82
35 H -0.18 -1.85 -3.67
36 H -2.35 -1.47 -0.02

Its charge is 0. The value obtained for the max |F| is 1.1 eV Å⁻¹. The value obtained for the gap between HOMO and LUMO is 8.929 eV. Its multiplicity is 1. For the HOMO energy, the calculation gives -8.7 eV. For the molecular weight, the calculation gives 352.4 g/mol. As for the SMILES: O=C1CCCN2N=C(SCC(=O)Nc3cccc(F)c3)SC2=N1. For the lowest unoccupied orbital energy, the calculation gives 0.2 eV.


# 2
A structure of composition C14H13MnN3O4S2Si. Source: the Open Molecules 2025 dataset; level of theory: wB97M-V/def2-TZVPD.

Element x y z (Å)
1 Mn 0.25 -0.09 0.29
2 S 0.26 0.21 2.59
3 C 1.98 0.17 2.90
4 C 2.34 0.38 4.27
5 N 2.62 0.54 5.37
6 C 2.94 -0.03 1.96
7 S 2.66 -0.24 0.26
8 C 4.32 -0.07 2.38
9 N 5.42 -0.12 2.70
10 O 0.05 0.02 -1.77
11 C -0.56 -0.71 -2.56
12 C -1.35 -1.86 -2.25
13 C -2.00 -2.47 -3.34
14 C -2.80 -3.56 -3.13
15 C -2.99 -4.09 -1.84
16 C -2.37 -3.52 -0.78
17 C -1.51 -2.37 -0.92
18 O -0.95 -1.88 0.10
19 N -3.47 -4.18 -4.27
20 O -4.18 -5.15 -4.05
21 O -3.30 -3.70 -5.37
22 H -0.49 -0.45 -3.62
23 H -1.87 -2.08 -4.34
24 H -3.63 -4.96 -1.72
25 H -2.49 -3.92 0.22
26 C -0.40 3.15 -0.83
27 Si -1.26 1.89 0.27
28 C -1.77 2.77 1.85
29 C -2.84 1.30 -0.58
30 H -1.05 4.03 -0.96
31 H -0.18 2.74 -1.82
32 H 0.54 3.49 -0.40
33 H -2.44 3.60 1.61
34 H -0.91 3.16 2.39
35 H -2.30 2.09 2.54
36 H -3.53 2.14 -0.71
37 H -3.35 0.54 0.02
38 H -2.65 0.86 -1.56

Its charge is -1. The value obtained for the max |F| is 0.4 eV Å⁻¹. The value obtained for the gap between HOMO and LUMO (alpha / beta) is 6.416 / 6.508 eV. Its multiplicity is 5. For the HOMO energy (alpha / beta), the calculation gives -4.8 / -5.0 eV. For the molecular weight, the calculation gives 434.4 g/mol. For the lowest unoccupied orbital energy (alpha / beta), the calculation gives 1.6 / 1.6 eV.


# 3
A structure of composition C14H13N at a distorted geometry. Source: the Open Molecules 2025 dataset; level of theory: wB97M-V/def2-TZVPD.

Element x y z (Å)
1 C 3.83 -1.03 0.89
2 C 2.91 -1.81 0.22
3 C 3.57 0.33 1.06
4 C -3.53 -1.44 0.17
5 C -3.99 -0.32 0.86
6 C 1.64 -1.24 -0.03
7 C 2.36 0.97 0.80
8 C -2.17 -1.48 -0.18
9 C -3.21 0.80 1.14
10 C 1.32 0.12 0.31
11 C -1.30 -0.42 0.17
12 C -1.90 0.66 0.85
13 C -0.07 0.36 0.11
14 C -0.35 1.46 -1.84
15 N -0.67 1.38 0.99
16 H 4.76 -1.60 1.13
17 H 3.20 -2.90 0.11
18 H 4.30 1.12 1.36
19 H -4.26 -2.24 -0.12
20 H -4.98 -0.10 1.12
21 H 0.70 -1.78 -0.42
22 H 2.34 2.05 1.00
23 H -1.78 -2.46 -0.53
24 H -3.58 1.69 1.59
25 H 0.68 1.37 -2.26
26 H -0.57 2.41 -1.49
27 H -1.17 1.10 -2.47
28 H -0.60 2.38 1.06

Its charge is 0. The value obtained for the max |F| is 5.6 eV Å⁻¹. The value obtained for the gap between HOMO and LUMO (alpha / beta) is 7.912 / 7.912 eV. Its multiplicity is 1. For the HOMO energy (alpha / beta), the calculation gives -7.8 / -7.8 eV. For the molecular weight, the calculation gives 195.3 g/mol. The calculation puts the relative energy (zero: lowest compared OMol25 entry of this formula, charge and spin) at 2.255 eV. For the lowest unoccupied orbital energy (alpha / beta), the calculation gives 0.1 / 0.1 eV.


# 4
The molecule C14H13N3O3S at a distorted geometry. Source: the Open Molecules 2025 dataset; level of theory: wB97M-V/def2-TZVPD.

Element x y z (Å)
1 O 4.93 3.28 0.76
2 C 5.26 2.30 0.01
3 O 5.51 2.46 -1.33
4 C 5.20 0.72 0.39
5 C 4.52 -0.27 -0.25
6 S 2.81 0.11 -0.66
7 C 2.48 -1.48 -0.03
8 N 1.35 -2.22 -0.05
9 N 0.28 -2.13 -0.43
10 C -0.51 -1.13 0.41
11 C -1.88 -0.99 -0.21
12 C -2.80 -0.23 0.71
13 C -4.05 -0.04 0.27
14 C -4.74 -0.42 -0.87
15 C -5.90 0.07 -1.32
16 C -6.76 0.84 -0.30
17 C -6.19 1.29 0.65
18 C -4.96 1.05 1.20
19 N 3.79 -2.31 0.25
20 C 4.88 -1.53 -0.02
21 O 5.95 -1.93 0.26
22 H 5.37 3.26 -1.64
23 H 6.17 0.57 0.77
24 H 4.63 0.74 1.48
25 H 5.09 0.02 -1.38
26 H -0.19 -0.80 1.39
27 H -2.21 -1.49 -0.90
28 H -2.35 0.42 1.48
29 H -4.14 -1.20 -1.61
30 H -6.37 -0.40 -2.16
31 H -7.75 1.22 -0.90
32 H -6.77 1.99 1.57
33 H -4.39 1.46 2.01
34 H 3.74 -3.24 0.46

Its charge is 0. The value obtained for the max |F| is 19.0 eV Å⁻¹. The value obtained for the gap between HOMO and LUMO is 5.652 eV. Its multiplicity is 1. For the HOMO energy, the calculation gives -6.8 eV. For the molecular weight, the calculation gives 303.3 g/mol. The calculation puts the relative energy (zero: lowest compared OMol25 entry of this formula, charge and spin) at 14.798 eV. As for the SMILES: O=C(O)C[C@@H]1S\C(=N/N=C/C=C/c2ccccc2)NC1=O. For the lowest unoccupied orbital energy, the calculation gives -1.2 eV.


# 5
The molecule C14H13N3O5 at a distorted geometry. Source: the Open Molecules 2025 dataset; level of theory: wB97M-V/def2-TZVPD.

Element x y z (Å)
1 C -0.09 -3.36 -0.25
2 O -0.69 -2.07 -0.18
3 C -0.10 -1.04 -0.06
4 C 1.25 -1.08 -0.24
5 C 1.80 0.26 0.08
6 C 3.29 0.57 0.02
7 N 3.95 -0.54 -0.05
8 N 5.35 -0.44 -0.53
9 C 6.43 0.32 0.03
10 N 6.04 1.49 0.84
11 O 7.48 -0.05 -0.38
12 C 0.99 1.36 0.37
13 C -0.32 1.42 0.14
14 C -0.97 0.19 0.05
15 O -2.24 -0.05 0.24
16 C -3.19 1.03 -0.36
17 O -2.91 1.85 -1.19
18 C -4.50 0.29 -0.22
19 C -5.65 1.13 -0.55
20 C -6.74 0.30 -0.15
21 C -6.22 -0.67 0.89
22 O -4.79 -0.71 0.77
23 H 0.60 -3.35 -1.26
24 H 0.50 -3.69 0.49
25 H -0.92 -4.21 -0.39
26 H 1.89 -1.72 -0.21
27 H 3.67 1.44 -0.07
28 H 5.72 -1.33 -0.79
29 H 5.14 1.19 1.60
30 H 6.81 1.83 1.28
31 H 1.44 2.55 0.44
32 H -0.94 2.28 0.30
33 H -5.76 1.93 -1.14
34 H -7.68 0.59 -0.23
35 H -6.61 -1.46 1.46

Its charge is 0. The value obtained for the max |F| is 14.0 eV Å⁻¹. The value obtained for the gap between HOMO and LUMO is 6.706 eV. Its multiplicity is 1. For the HOMO energy, the calculation gives -7.4 eV. For the molecular weight, the calculation gives 303.3 g/mol. The calculation puts the relative energy (zero: lowest compared OMol25 entry of this formula, charge and spin) at 12.373 eV. As for the SMILES: COc1cc(/C=N/NC(N)=O)ccc1OC(=O)c1ccco1. For the lowest unoccupied orbital energy, the calculation gives -0.7 eV.


# 6
A structure of composition C14H13N3O6Y at a distorted geometry. Source: the Open Molecules 2025 dataset; level of theory: wB97M-V/def2-TZVPD.

Element x y z (Å)
1 C 2.87 -3.56 0.65
2 C 2.23 -3.68 -0.60
3 C 0.83 -3.57 -0.41
4 C 0.59 -3.37 0.97
5 C 1.85 -3.38 1.66
6 Y 1.94 -1.14 0.41
7 N 3.29 -0.18 3.61
8 C 3.06 -0.75 -1.36
9 C 2.72 -1.17 -2.65
10 H 0.07 -3.77 -1.18
11 H 2.71 -3.96 -1.55
12 H -0.40 -3.39 1.45
13 H 2.00 -3.40 2.74
14 H 3.94 -3.75 0.85
15 H 3.17 -2.04 -3.14
16 H 3.03 0.37 -1.16
17 H 3.98 0.31 2.99
18 H 2.16 -0.53 -3.37
19 H 4.01 -1.22 -0.88
20 O 0.00 -0.26 1.16
21 C -0.27 0.35 0.04
22 O 0.50 0.19 -0.95
23 C -1.47 1.29 0.00
24 C -1.61 2.21 -1.05
25 C -2.58 3.26 -0.99
26 C -3.50 3.34 0.05
27 C -3.42 2.37 1.06
28 C -2.41 1.37 1.05
29 N -4.41 2.41 2.12
30 O -5.26 3.33 2.10
31 O -4.38 1.53 3.00
32 N -2.56 4.32 -1.96
33 O -1.72 4.28 -2.89
34 O -3.38 5.26 -1.84
35 H -0.95 2.16 -1.91
36 H -4.25 4.12 0.08
37 H -2.37 0.67 1.88

Its charge is -1. The value obtained for the max |F| is 3.2 eV Å⁻¹. The value obtained for the gap between HOMO and LUMO (alpha / beta) is 4.090 / 3.033 eV. Its multiplicity is 1. For the HOMO energy (alpha / beta), the calculation gives -3.7 / -2.7 eV. For the molecular weight, the calculation gives 408.2 g/mol. For the lowest unoccupied orbital energy (alpha / beta), the calculation gives 0.3 / 0.3 eV.


# 7
A structure of composition C14H14BCdF9N6O at a distorted geometry. Source: the Open Molecules 2025 dataset; level of theory: wB97M-V/def2-TZVPD.

Element x y z (Å)
1 H -0.29 -1.17 2.65
2 N 0.90 -1.62 0.92
3 B 2.91 -1.67 -0.81
4 N 2.13 -1.20 0.46
5 C 2.69 -0.42 1.41
6 Cd -0.50 -2.75 -0.14
7 H 3.66 -0.02 1.22
8 C 1.77 -0.27 2.45
9 H 1.91 0.31 3.33
10 C 0.64 -1.01 2.10
11 H 3.96 -2.17 -0.46
12 C -1.72 0.73 -0.75
13 H -2.67 0.24 -0.87
14 H -0.99 0.45 -1.52
15 H -1.25 0.67 0.21
16 N 3.19 -0.37 -1.61
17 N 2.15 -2.65 -1.78
18 N 2.91 0.83 -1.04
19 N 0.83 -3.05 -1.74
20 C 3.68 -0.21 -2.87
21 C 2.77 -3.33 -2.77
22 H 3.92 -1.03 -3.52
23 H 3.83 -3.19 -2.93
24 C 3.76 1.18 -3.15
25 C 1.81 -4.13 -3.41
26 C 3.24 1.77 -1.95
27 C 0.61 -3.95 -2.74
28 H 4.02 1.64 -4.05
29 H 1.96 -4.77 -4.25
30 H 3.14 2.84 -1.79
31 H -0.37 -4.41 -2.87
32 H -2.38 1.89 0.17
33 F -3.82 4.50 2.23
34 C -4.30 3.32 1.79
35 F -5.51 3.10 2.38
36 F -4.51 3.45 0.45
37 C -3.25 2.17 2.02
38 O -2.26 2.39 1.09
39 C -2.57 2.26 3.43
40 F -3.47 2.28 4.45
41 F -1.76 1.18 3.62
42 F -1.79 3.35 3.51
43 C -3.98 0.80 1.88
44 F -4.88 0.61 2.88
45 F -4.64 0.72 0.69
46 F -3.11 -0.25 1.91

Its charge is 0. The value obtained for the max |F| is 3.5 eV Å⁻¹. The value obtained for the gap between HOMO and LUMO (alpha / beta) is 7.735 / 5.780 eV. Its multiplicity is 1. For the HOMO energy (alpha / beta), the calculation gives -8.8 / -7.5 eV. For the molecular weight, the calculation gives 576.5 g/mol. For the lowest unoccupied orbital energy (alpha / beta), the calculation gives -1.1 / -1.7 eV.


# 8
A structure of composition C14H14Br4CuN2O5P. Source: the Open Molecules 2025 dataset; level of theory: wB97M-V/def2-TZVPD.

Element x y z (Å)
1 Cu -0.04 0.47 -0.68
2 Br 5.46 3.20 2.74
3 C 3.88 2.21 2.34
4 C 3.12 1.66 3.36
5 Br 3.64 1.86 5.18
6 C 1.95 0.96 3.03
7 Br 0.90 0.10 4.37
8 C 1.48 0.81 1.72
9 O 0.42 0.16 1.40
10 C 2.30 1.38 0.63
11 O 1.92 1.19 -0.57
12 C 3.46 2.06 1.01
13 Br 4.50 2.75 -0.44
14 C 0.02 -2.78 1.46
15 P 0.87 -2.76 -0.12
16 C 1.13 -4.52 -0.51
17 C 2.53 -2.15 0.19
18 O 0.14 -2.08 -1.23
19 H 0.57 -3.38 2.19
20 H -0.98 -3.19 1.32
21 H -0.05 -1.74 1.81
22 H 1.66 -5.04 0.29
23 H 1.71 -4.59 -1.43
24 H 0.16 -4.99 -0.67
25 H 3.05 -2.78 0.92
26 H 2.46 -1.13 0.56
27 H 3.08 -2.13 -0.75
28 C -4.98 2.43 -0.79
29 N -3.91 1.92 -1.61
30 C -3.99 1.89 -2.97
31 C -2.97 1.43 -3.71
32 C -1.75 0.95 -3.05
33 O -0.81 0.55 -3.73
34 N -1.71 0.99 -1.67
35 C -2.74 1.45 -0.94
36 O -2.78 1.51 0.29
37 H -5.80 2.74 -1.45
38 H -4.65 3.27 -0.19
39 H -5.34 1.66 -0.10
40 H -4.91 2.27 -3.40
41 H -3.02 1.40 -4.79

Its charge is -2. The value obtained for the max |F| is 0.3 eV Å⁻¹. The value obtained for the gap between HOMO and LUMO is 5.039 eV. Its multiplicity is 1. For the HOMO energy, the calculation gives -0.6 eV. For the molecular weight, the calculation gives 704.4 g/mol. The calculation puts the relative energy (zero: lowest compared OMol25 entry of this formula, charge and spin) at 0.948 eV. For the lowest unoccupied orbital energy, the calculation gives 4.4 eV.


What did the eighth record say?
A structure of composition C14H14Br4CuN2O5P. Source: the Open Molecules 2025 dataset; level of theory: wB97M-V/def2-TZVPD.

Element x y z (Å)
1 Cu -0.04 0.47 -0.68
2 Br 5.46 3.20 2.74
3 C 3.88 2.21 2.34
4 C 3.12 1.66 3.36
5 Br 3.64 1.86 5.18
6 C 1.95 0.96 3.03
7 Br 0.90 0.10 4.37
8 C 1.48 0.81 1.72
9 O 0.42 0.16 1.40
10 C 2.30 1.38 0.63
11 O 1.92 1.19 -0.57
12 C 3.46 2.06 1.01
13 Br 4.50 2.75 -0.44
14 C 0.02 -2.78 1.46
15 P 0.87 -2.76 -0.12
16 C 1.13 -4.52 -0.51
17 C 2.53 -2.15 0.19
18 O 0.14 -2.08 -1.23
19 H 0.57 -3.38 2.19
20 H -0.98 -3.19 1.32
21 H -0.05 -1.74 1.81
22 H 1.66 -5.04 0.29
23 H 1.71 -4.59 -1.43
24 H 0.16 -4.99 -0.67
25 H 3.05 -2.78 0.92
26 H 2.46 -1.13 0.56
27 H 3.08 -2.13 -0.75
28 C -4.98 2.43 -0.79
29 N -3.91 1.92 -1.61
30 C -3.99 1.89 -2.97
31 C -2.97 1.43 -3.71
32 C -1.75 0.95 -3.05
33 O -0.81 0.55 -3.73
34 N -1.71 0.99 -1.67
35 C -2.74 1.45 -0.94
36 O -2.78 1.51 0.29
37 H -5.80 2.74 -1.45
38 H -4.65 3.27 -0.19
39 H -5.34 1.66 -0.10
40 H -4.91 2.27 -3.40
41 H -3.02 1.40 -4.79

Its charge is -2. The value obtained for the max |F| is 0.3 eV Å⁻¹. The value obtained for the gap between HOMO and LUMO is 5.039 eV. Its multiplicity is 1. For the HOMO energy, the calculation gives -0.6 eV. For the molecular weight, the calculation gives 704.4 g/mol. The calculation puts the relative energy (zero: lowest compared OMol25 entry of this formula, charge and spin) at 0.948 eV. For the lowest unoccupied orbital energy, the calculation gives 4.4 eV.